The following is a DFT calculation (ωB97M-V/def2-TZVPD) of C3H4ClF in the gas phase in a non-equilibrium geometry.

Cartesian coordinates (Å):
C -1.085 0.194 -0.741
C 0.508 -0.158 -0.485
C 0.993 -0.219 0.853
F 0.281 -0.502 2.015
Cl 2.604 -0.274 1.599
H -1.753 0.097 0.135
H -1.266 1.216 -1.176
H -1.696 -0.604 -1.365
H 1.414 0.249 -0.836

* max |F|: 6.400 eV/A
* frontier orbital gap: 10.4740 eV
* net charge: 0
* energy above the lowest of the compared OMol25 structures with the same formula, charge and spin: 194.1 kJ/mol
* DFT total energy: -676.66754 hartree
* spin multiplicity: 1
* SMILES: C/C=C(\F)Cl

=====

The following is a DFT calculation (ωB97M-V/def2-TZVPD) of C3H4ClF in the gas phase in a non-equilibrium geometry.

Cartesian coordinates (Å):
C 0.064 0.475 -1.130
C 0.421 -0.006 0.255
F 1.747 -0.001 0.423
C -0.437 -0.450 1.188
Cl 0.087 -1.329 2.571
H 0.610 1.429 -1.523
H -0.009 -0.275 -1.857
H -0.977 0.740 -0.926
H -1.506 -0.586 0.997

* max |F|: 3.266 eV/A
* frontier orbital gap: 10.2721 eV
* net charge: 0
* energy above the lowest of the compared OMol25 structures with the same formula, charge and spin: 34.2 kJ/mol
* DFT total energy: -676.72846 hartree
* spin multiplicity: 1
* SMILES: C/C(F)=C/Cl

=====

The following is a DFT calculation (ωB97M-V/def2-TZVPD) of C3H4ClF in the gas phase in a non-equilibrium geometry.

Cartesian coordinates (Å):
C 0.060 0.252 -1.399
C -0.466 -0.275 -0.166
C 0.204 0.010 1.217
F -1.568 -1.043 -0.080
Cl -0.634 0.129 -2.881
H 1.043 0.621 -1.200
H 0.309 1.021 1.179
H -0.272 -0.279 2.168
H 1.324 -0.436 1.162

* max |F|: 5.931 eV/A
* frontier orbital gap (alpha / beta): 6.5609 / 9.9741 eV
* net charge: 0
* energy above the lowest of the compared OMol25 structures with the same formula, charge and spin: 57.5 kJ/mol
* DFT total energy: -676.58419 hartree
* spin multiplicity: 3

=====

The following is a DFT calculation (ωB97M-V/def2-TZVPD) of a gas-phase ion, C3H4ClF3N3 (charge +1) in a non-equilibrium geometry.

Cartesian coordinates (Å):
C 0.376 0.790 0.024
C -1.203 0.358 -0.046
C 0.202 -1.484 -0.122
N 1.073 -0.326 -0.217
N -1.110 -0.977 0.058
N 0.921 1.915 0.295
F -1.794 0.992 1.012
F -1.870 0.833 -1.157
F 0.403 -2.210 -1.270
Cl 0.644 -2.546 1.214
H 2.046 -0.585 -0.174
H -1.946 -1.523 -0.434
H 0.369 2.735 0.548
H 1.889 2.025 0.268

* max |F|: 7.980 eV/A
* frontier orbital gap (alpha / beta): 7.9851 / 5.9875 eV
* net charge: +1
* energy above the lowest of the compared OMol25 structures with the same formula, charge and spin: 132.8 kJ/mol
* DFT total energy: -1040.34071 hartree
* spin multiplicity: 3

=====

The following is a DFT calculation (ωB97M-V/def2-TZVPD) of C3H4ClFO in the gas phase in a non-equilibrium geometry.

Cartesian coordinates (Å):
C 0.757 1.411 0.411
O -0.044 0.687 -0.496
C -0.680 -0.444 -0.014
C -0.547 -1.520 -0.689
F 0.032 -1.806 -1.796
Cl -1.430 -2.870 -0.046
H 1.083 2.225 -0.195
H 1.740 0.805 0.615
H 0.306 1.911 1.314
H -1.216 -0.400 0.895

* max |F|: 4.153 eV/A
* frontier orbital gap: 10.0980 eV
* net charge: 0
* energy above the lowest of the compared OMol25 structures with the same formula, charge and spin: 150.4 kJ/mol
* DFT total energy: -751.93370 hartree
* spin multiplicity: 1
* SMILES: CO/C=C(\F)Cl

=====

The following is a DFT calculation (ωB97M-V/def2-TZVPD) of 2 unconnected molecules or ions with the total composition C3H4ClFO in a non-equilibrium geometry.

Cartesian coordinates (Å):
C -1.032 1.134 0.095
C -1.882 0.538 0.860
C 1.938 -0.521 -0.739
O -0.262 1.660 -0.601
F 0.909 -0.886 0.067
Cl 3.340 -1.561 -0.399
H -1.832 -0.521 1.015
H -2.645 1.105 1.362
H 2.193 0.517 -0.519
H 1.628 -0.681 -1.775

* max |F|: 3.824 eV/A
* frontier orbital gap (alpha / beta): 6.4768 / 8.7450 eV
* net charge: 0
* energy above the lowest of the compared OMol25 structures with the same formula, charge and spin: 81.1 kJ/mol
* DFT total energy: -751.82786 hartree
* spin multiplicity: 3

=====

The following is a DFT calculation (ωB97M-V/def2-TZVPD) of C3H4ClFS in the gas phase in a non-equilibrium geometry.

Cartesian coordinates (Å):
C 1.953 -0.160 -0.023
S 0.431 -1.108 0.104
C -0.762 0.226 0.009
C -2.089 0.025 0.017
F -2.910 1.095 0.078
Cl -2.997 -1.443 0.005
H 2.777 -0.774 -0.403
H 1.809 0.646 -0.727
H 2.207 0.241 0.935
H -0.420 1.252 0.004

* max |F|: 1.422 eV/A
* frontier orbital gap: 9.2236 eV
* net charge: 0
* energy above the lowest of the compared OMol25 structures with the same formula, charge and spin: 52.3 kJ/mol
* DFT total energy: -1074.91970 hartree
* spin multiplicity: 1
* SMILES: CS/C=C(/F)Cl

=====

The following is a DFT calculation (ωB97M-V/def2-TZVPD) of 2 unconnected molecules or ions with the total composition C3H4ClI in a non-equilibrium geometry.

Cartesian coordinates (Å):
C 0.842 -1.257 -0.424
C 1.046 0.037 -0.419
C -0.854 0.982 0.638
Cl -0.936 2.732 0.416
I -2.439 -0.160 -0.145
H 1.477 -2.055 -0.964
H -0.134 -1.715 -0.281
H 1.742 0.926 -0.468
H -0.744 0.512 1.647

* max |F|: 3.705 eV/A
* frontier orbital gap (alpha / beta): 8.5702 / 8.5709 eV
* net charge: 0
* energy above the lowest of the compared OMol25 structures with the same formula, charge and spin: 330.4 kJ/mol
* DFT total energy: -874.42992 hartree
* spin multiplicity: 1

=====

The following is a DFT calculation (ωB97M-V/def2-TZVPD) of C3H4ClIN2 in the gas phase in a non-equilibrium geometry.

Cartesian coordinates (Å):
C -0.007 -1.224 -0.041
C 0.691 -0.127 -0.726
C -0.424 1.284 0.422
N -1.079 -0.816 0.905
N -1.202 0.366 1.112
Cl -1.357 2.408 -0.527
I 2.695 0.218 -0.150
H -0.576 -2.042 -0.777
H 0.520 -1.964 0.508
H 0.442 0.091 -1.839
H 0.297 1.806 1.113

* max |F|: 4.447 eV/A
* frontier orbital gap: 9.2005 eV
* net charge: 0
* energy above the lowest of the compared OMol25 structures with the same formula, charge and spin: 160.4 kJ/mol
* DFT total energy: -983.98218 hartree
* spin multiplicity: 1

=====

The following is a DFT calculation (ωB97M-V/def2-TZVPD) of C3H4ClN in the gas phase in a non-equilibrium geometry.

Cartesian coordinates (Å):
C 0.018 -0.764 0.640
C 0.295 0.663 -0.123
Cl -0.610 2.244 0.693
C -0.182 0.344 -1.302
N -0.814 -0.281 -2.112
H 0.049 -1.683 -0.151
H 1.008 -0.957 1.500
H -1.201 -0.695 0.847
H 1.437 1.130 0.008

* max |F|: 11.353 eV/A
* frontier orbital gap: 10.5816 eV
* net charge: 0
* energy above the lowest of the compared OMol25 structures with the same formula, charge and spin: 293.2 kJ/mol
* DFT total energy: -631.52595 hartree
* spin multiplicity: 1
* SMILES: C[C@H](Cl)C#N

=====

The following is a DFT calculation (ωB97M-V/def2-TZVPD) of a gas-phase ion, C3H4ClN2O (charge +1) in a non-equilibrium geometry.

Cartesian coordinates (Å):
Cl 0.331 2.120 1.989
C 0.265 1.028 0.743
N -0.964 0.373 0.389
C -0.757 -1.005 -0.159
O 0.320 -0.953 -1.151
C 1.195 -0.055 -1.003
N 1.281 0.864 -0.037
H -1.671 0.439 1.056
H -0.462 -1.633 0.785
H -1.593 -1.314 -0.888
H 2.055 0.135 -1.724

* max |F|: 4.031 eV/A
* frontier orbital gap: 9.7140 eV
* net charge: +1
* energy above the lowest of the compared OMol25 structures with the same formula, charge and spin: 0.0 kJ/mol
* DFT total energy: -761.33855 hartree
* spin multiplicity: 1
* SMILES: ClC1=[NH+]COC=N1

=====

The following is a DFT calculation (ωB97M-V/def2-TZVPD) of C3H4ClN3 in the gas phase in a non-equilibrium geometry.

Cartesian coordinates (Å):
C 0.241 -1.149 -0.716
C -0.568 -1.073 0.324
C 0.945 0.169 -0.844
N 0.145 1.035 -0.028
N -0.654 0.440 0.736
N -1.361 1.114 1.588
Cl -0.968 2.808 1.610
H 0.362 -2.066 -1.159
H -1.282 -1.703 0.892
H 2.014 0.053 -0.570
H 1.124 0.373 -1.832

* max |F|: 3.464 eV/A
* frontier orbital gap: 8.8007 eV
* net charge: 0
* energy above the lowest of the compared OMol25 structures with the same formula, charge and spin: 482.2 kJ/mol
* DFT total energy: -740.99719 hartree
* spin multiplicity: 1